Record 1
DFT (ωB97M-V/def2-TZVPD) results for a 9-piece molecular cluster, C5H28N2O9 overall.

Calculated values
highest occupied orbital energy = -9.58 eV
HOMO-LUMO gap = 9.590 eV
relative energy (zero: lowest compared OMol25 entry of this formula, charge and spin) = 340.4 kJ/mol

Cartesian coordinates (Å):
C1 -2.7143 -0.5724 -0.3149
C2 -1.5920 -0.1659 -1.2218
N1 -2.2082 0.4670 -2.5099
C3 -0.6873 0.9928 -0.6887
C4 -0.0410 0.7237 0.7842
C5 1.4089 0.4445 0.4100
N2 2.3000 1.2363 1.0799
O1 1.7153 -0.4350 -0.3692
H1 -3.4232 0.0876 0.1765
H2 -3.3340 -1.2621 -0.7973
H3 -2.1959 -1.1484 0.5110
H4 -0.9302 -1.0684 -1.3796
H5 -2.8797 -0.1189 -2.9939
H6 -2.6617 1.2710 -2.0780
H7 -1.3470 1.8717 -0.5178
H8 -0.0589 1.2749 -1.5289
H9 -0.6271 -0.0851 1.2243
H10 -0.1487 1.6062 1.4470
H11 2.0650 1.9080 1.7605
H12 3.2150 0.9027 1.3872
O2 -2.5158 -2.1521 2.2990
H13 -1.7511 -2.6143 1.9160
H14 -3.0107 -2.9275 2.5755
O3 0.9583 -1.6597 3.5329
H15 0.3135 -2.3603 3.7142
H16 0.6469 -0.9317 4.1165
O4 0.3924 1.3117 -4.1265
H17 -0.1127 1.5856 -3.3449
H18 0.1814 0.3697 -4.1872
O5 -0.9623 3.6458 0.9790
H19 -0.6828 4.3920 1.5516
H20 -1.6976 4.0529 0.5109
O6 4.7574 -1.9191 -0.2902
H21 4.4067 -2.0481 0.6212
H22 4.3149 -1.1069 -0.5337
O7 3.6440 -1.4800 2.5500
H23 3.5554 -2.3904 2.8518
H24 2.7237 -1.2412 2.4772
O8 0.7773 -3.1721 0.0423
H25 0.9507 -3.9395 -0.5108
H26 1.4967 -2.5117 -0.1478
O9 -1.6513 3.2543 -3.7926
H27 -0.7786 3.5909 -3.5265
H28 -1.8115 2.3212 -3.6584

Let us look at the Löwdin charges, expressed in e, one per atom:
1. C -0.089
2. C -0.375
3. N 0.020
4. C -0.129
5. C -0.050
6. C -0.533
7. N 0.176
8. O 0.049
9. H 0.091
10. H 0.055
11. H 0.053
12. H 0.149
13. H 0.074
14. H 0.064
15. H 0.092
16. H 0.086
17. H 0.096
18. H 0.087
19. H 0.080
20. H 0.110
21. O -0.068
22. H 0.040
23. H 0.044
24. O -0.056
25. H 0.049
26. H 0.073
27. O -0.072
28. H -0.032
29. H 0.043
30. O -0.064
31. H 0.063
32. H 0.046
33. O -0.079
34. H 0.007
35. H 0.004
36. O -0.055
37. H 0.053
38. H -0.016
39. O -0.087
40. H 0.030
41. H 0.027
42. O -0.077
43. H 0.047
44. H -0.026

=====

Record 2
DFT (ωB97M-V/def2-TZVPD) results for a 8-piece molecular cluster, C5H28NO7S2 overall.

Calculated values
highest occupied orbital energy = -11.03 eV
HOMO-LUMO gap = 8.304 eV
relative energy (zero: lowest compared OMol25 entry of this formula, charge and spin) = 150.3 kJ/mol
total charge = +1

Cartesian coordinates (Å):
N1 1.3639 -1.8592 1.3015
C1 2.5798 -0.8972 0.8779
C2 2.4271 0.4666 1.5918
S1 3.0409 1.6475 0.2268
S2 2.1846 3.3525 0.8624
C3 0.4722 3.6146 -0.2204
C4 0.2830 2.4414 -1.1036
C5 -1.1946 2.3801 -1.5064
H1 0.4208 -1.6393 0.8557
H2 1.8357 -2.7168 0.8397
H3 1.2388 -1.7533 2.3606
H4 3.5238 -1.2891 1.1480
H5 2.5123 -0.8137 -0.2364
H6 1.5446 0.9462 2.1378
H7 3.2347 0.4909 2.3405
H8 0.6778 4.5545 -0.6575
H9 -0.2664 3.7385 0.5025
H10 0.5397 1.4368 -0.8750
H11 0.8867 2.5537 -1.9062
H12 -1.4886 3.1232 -2.3973
H13 -1.4139 1.3912 -1.8843
H14 -1.8512 2.7185 -0.7198
H15 -2.6043 -0.5202 0.1988
H16 -2.0576 -1.8133 0.8117
O1 -2.1753 -0.8183 0.9695
H17 0.5333 -0.8102 -3.8305
H18 -0.5700 -1.3609 -3.1961
O2 0.3991 -1.4285 -3.1339
H19 -3.6150 -1.0568 -1.6957
H20 -3.4270 0.3025 -1.7930
O3 -2.8882 -0.4160 -1.6546
H21 -0.6141 -0.1361 3.7120
H22 -0.9887 -0.1790 2.1634
O4 -0.4500 -0.5066 2.8500
H23 -1.3363 -4.0856 0.7109
H24 -0.6699 -3.3832 -0.4782
O5 -1.1671 -3.2284 0.3478
H25 0.9578 -2.5497 -2.0352
H26 1.7344 -3.8289 -1.9872
O6 1.2481 -3.1933 -1.4115
H27 -1.6843 1.2026 1.3330
H28 -1.9265 2.0534 2.5592
O7 -1.2500 1.8690 2.0214

Let us look at the Löwdin charges, expressed in e, one per atom:
1. N 0.138
2. C -0.208
3. C -0.467
4. S 0.460
5. S 0.451
6. C -0.351
7. C -0.363
8. C -0.101
9. H 0.128
10. H 0.162
11. H 0.162
12. H 0.104
13. H 0.095
14. H 0.080
15. H 0.065
16. H 0.058
17. H 0.026
18. H 0.061
19. H 0.068
20. H 0.128
21. H 0.030
22. H 0.058
23. H -0.024
24. H 0.054
25. O -0.082
26. H 0.059
27. H 0.072
28. O -0.021
29. H 0.087
30. H 0.013
31. O -0.016
32. H 0.064
33. H -0.054
34. O -0.060
35. H 0.068
36. H 0.049
37. O -0.035
38. H -0.046
39. H 0.094
40. O -0.058
41. H 0.098
42. H -0.019
43. O -0.027

=====

Record 3
DFT (ωB97M-V/def2-TZVPD) results for a 9-piece molecular cluster, C5H28NO8S overall.

Calculated values
highest occupied orbital energy = -4.21 eV
HOMO-LUMO gap = 7.014 eV
relative energy (zero: lowest compared OMol25 entry of this formula, charge and spin) = 0.0 kJ/mol
total charge = -1

Cartesian coordinates (Å):
C1 0.1764 0.4096 0.3665
N1 0.6749 0.9011 -0.9161
C2 1.2370 -0.1102 -1.8103
C3 0.7144 0.0652 -3.2275
S1 -1.0599 -0.4079 -3.2574
C4 -0.6928 1.5041 1.0403
C5 -2.1515 1.1223 1.0544
H1 1.0504 0.0799 0.9293
H2 -0.4224 -0.4905 0.2448
H3 -0.0166 1.4992 -1.3378
H4 1.1950 -1.1535 -1.5258
H5 2.3347 0.0439 -1.8223
H6 0.7785 1.0879 -3.5965
H7 1.2149 -0.5563 -3.9682
H8 -0.4506 2.3667 0.4309
H9 -0.2404 1.6768 2.0109
H10 -2.5783 0.9176 0.0867
H11 -2.3151 0.3441 1.8070
H12 -2.7578 1.9080 1.5298
H13 -2.3794 -2.4455 0.5423
H14 -3.1838 -1.8476 1.6316
O1 -2.8942 -2.7182 1.3340
H15 2.1270 0.7620 1.9948
H16 3.0598 1.4455 2.8712
O2 2.1383 1.1890 2.8622
H17 0.9624 -3.5474 0.1909
H18 0.0059 -2.3927 -0.2980
O3 0.8228 -2.5982 0.2409
H19 -1.7010 -3.2481 -1.6536
H20 -1.4545 -1.7202 -1.7781
O4 -1.5809 -2.4969 -1.0713
H21 0.7340 -1.1773 3.2682
H22 0.5811 -2.1528 1.9365
O5 0.8015 -2.0511 2.8858
H23 1.0974 3.7586 -0.4396
H24 -0.1231 3.9256 0.3969
O6 0.5581 4.4492 -0.0309
H25 -1.9050 2.6146 -2.8560
H26 -2.5732 1.5411 -2.0639
O7 -2.3474 2.4755 -2.0123
H27 3.5542 -2.1029 0.7217
H28 3.0986 -1.2838 1.8563
O8 3.9108 -1.5866 1.4317

Let us look at the Löwdin charges, expressed in e, one per atom:
1. C -0.228
2. N -0.062
3. C -0.338
4. C -0.629
5. S 0.379
6. C -0.211
7. C -0.090
8. H 0.070
9. H 0.082
10. H 0.063
11. H 0.076
12. H 0.100
13. H 0.040
14. H 0.036
15. H 0.054
16. H 0.097
17. H 0.062
18. H 0.067
19. H 0.075
20. H -0.017
21. H 0.007
22. O -0.093
23. H -0.001
24. H 0.041
25. O -0.048
26. H 0.064
27. H 0.017
28. O -0.095
29. H 0.049
30. H -0.083
31. O -0.187
32. H 0.013
33. H -0.014
34. O -0.081
35. H 0.028
36. H -0.003
37. O -0.069
38. H 0.019
39. H -0.038
40. O -0.107
41. H 0.010
42. H -0.001
43. O -0.053

=====

Record 4
DFT (ωB97M-V/def2-TZVPD) results for a 9-piece molecular cluster, C5H28O8S2 overall.

Calculated values
<S²> = 0.755
highest occupied orbital energy (alpha / beta) = -13.33 / -13.33 eV
spin multiplicity = 2
HOMO-LUMO gap (alpha / beta) = 8.850 / 5.708 eV
total charge = +1

Cartesian coordinates (Å):
C1 1.6947 -3.4375 -0.9115
C2 1.1230 -3.0444 -2.1758
C3 2.4545 -2.1261 -0.5204
S1 2.3675 -1.8947 1.2583
S2 0.5367 -2.6164 1.9474
C4 -0.1082 -1.5769 3.3559
C5 -0.2059 -0.0327 3.2974
H1 1.1953 -3.8169 0.0060
H2 2.2609 -4.3639 -1.1401
H3 0.8434 -3.7758 -2.9956
H4 0.3292 -2.4041 -2.1132
H5 1.8636 -2.2963 -2.6426
H6 2.0123 -1.1892 -1.2206
H7 3.5186 -2.1225 -0.9365
H8 0.6253 -1.6807 4.2106
H9 -1.0996 -2.1024 3.5717
H10 0.0216 0.3769 4.2928
H11 0.4769 0.2423 2.4035
H12 -1.2352 0.2575 2.9288
H13 1.7555 4.5695 -0.7259
H14 0.9426 3.2924 -0.3760
O1 1.6353 3.8498 -0.0719
H15 2.7517 1.2491 -1.5636
H16 1.3731 1.4509 -0.8351
O2 1.8208 1.3999 -1.7208
H17 -0.6298 3.6611 1.8295
H18 -1.9223 3.3356 1.0158
O3 -1.4604 3.0470 1.7702
H19 -1.7073 -0.6897 -1.8993
H20 -1.8260 0.8659 -2.1371
O4 -1.4798 0.2532 -1.5101
H21 -2.1576 -2.0346 -0.7059
H22 -1.7617 -3.0777 -1.5151
O5 -2.1110 -2.2057 -1.5776
H23 0.0487 3.7184 -1.3872
H24 0.2783 2.9062 -2.7579
O6 -0.4266 3.4635 -2.2010
H25 -0.5766 1.6568 0.8975
H26 -0.5836 0.9780 -0.4688
O7 -0.0794 1.5997 0.1248
H27 -4.1455 1.7895 0.3418
H28 -3.8582 1.0605 1.7039
O8 -4.5548 1.4643 1.1536

Let us look at the Löwdin charges, expressed in e, one per atom:
1. C -0.350
2. C -0.143
3. C -0.508
4. S 0.761
5. S 0.711
6. C -0.510
7. C -0.127
8. H 0.026
9. H 0.132
10. H 0.126
11. H 0.020
12. H 0.115
13. H 0.146
14. H 0.127
15. H 0.097
16. H 0.105
17. H 0.094
18. H 0.076
19. H 0.085
20. H 0.078
21. H -0.070
22. O -0.048
23. H 0.039
24. H 0.002
25. O -0.077
26. H 0.126
27. H 0.018
28. O -0.064
29. H 0.072
30. H 0.050
31. O -0.068
32. H -0.001
33. H 0.065
34. O 0.035
35. H -0.022
36. H 0.112
37. O -0.105
38. H -0.036
39. H 0.005
40. O -0.097
41. H 0.029
42. H 0.028
43. O -0.057

=====

Record 5
DFT (ωB97M-V/def2-TZVPD) results for one molecule with the formula C5H2ClNOS.

Calculated values
highest occupied orbital energy (alpha / beta) = -8.06 / -8.18 eV
HOMO-LUMO gap (alpha / beta) = 6.356 / 6.875 eV
relative energy (zero: lowest compared OMol25 entry of this formula, charge and spin) = 563.1 kJ/mol

Cartesian coordinates (Å):
C1 0.0989 -0.0926 0.6934
C2 -0.5185 0.4698 -0.4791
C3 -0.1841 0.6128 1.8564
C4 -0.8457 1.2815 2.7225
C5 -1.8046 2.3956 0.0967
N1 -1.3562 1.4112 -0.3929
O1 1.3796 1.5143 3.9839
S1 0.7290 2.1166 2.8301
Cl1 -3.3063 3.0231 0.5050
H1 0.6783 -0.9548 0.9080
H2 -0.4097 -0.0325 -1.4309

Let us look at the Löwdin charges, expressed in e, one per atom:
1. C -0.039
2. C -0.128
3. C -0.398
4. C -0.214
5. C -0.542
6. N 0.002
7. O -0.520
8. S 0.918
9. Cl 0.700
10. H 0.098
11. H 0.122

=====

Record 6
DFT (ωB97M-V/def2-TZVPD) results for a 2-piece molecular cluster, C5H2F2NO2S2 overall.

Calculated values
highest occupied orbital energy (alpha / beta) = -4.33 / -4.34 eV
HOMO-LUMO gap (alpha / beta) = 6.776 / 6.780 eV
total charge = -1

Cartesian coordinates (Å):
C1 0.0470 0.4800 -0.8090
C2 -0.2206 0.1187 0.4711
C3 2.1228 0.1991 -0.1613
C4 3.1897 -2.7130 2.5195
C5 4.3271 -1.9105 1.4868
N1 1.3534 0.5192 -1.1505
O1 3.0540 -3.8198 2.0744
O2 2.8996 -2.0395 3.4614
F1 4.9138 -2.7178 0.6150
F2 5.3100 -1.3709 2.2058
S1 1.2408 -0.1870 1.3352
S2 3.8133 0.1844 -0.2111
H1 -0.6844 0.7211 -1.5630
H2 -1.1711 -0.0014 0.9474

Let us look at the Löwdin charges, expressed in e, one per atom:
1. C -0.303
2. C -0.447
3. C -1.150
4. C -0.717
5. C -0.241
6. N -0.063
7. O 0.059
8. O 0.027
9. F 0.079
10. F 0.079
11. S 0.959
12. S 0.593
13. H 0.087
14. H 0.038

=====

Please write out number 3 again, unchanged.
DFT (ωB97M-V/def2-TZVPD) results for a 9-piece molecular cluster, C5H28NO8S overall.

Calculated values
highest occupied orbital energy = -4.21 eV
HOMO-LUMO gap = 7.014 eV
relative energy (zero: lowest compared OMol25 entry of this formula, charge and spin) = 0.0 kJ/mol
total charge = -1

Cartesian coordinates (Å):
C1 0.1764 0.4096 0.3665
N1 0.6749 0.9011 -0.9161
C2 1.2370 -0.1102 -1.8103
C3 0.7144 0.0652 -3.2275
S1 -1.0599 -0.4079 -3.2574
C4 -0.6928 1.5041 1.0403
C5 -2.1515 1.1223 1.0544
H1 1.0504 0.0799 0.9293
H2 -0.4224 -0.4905 0.2448
H3 -0.0166 1.4992 -1.3378
H4 1.1950 -1.1535 -1.5258
H5 2.3347 0.0439 -1.8223
H6 0.7785 1.0879 -3.5965
H7 1.2149 -0.5563 -3.9682
H8 -0.4506 2.3667 0.4309
H9 -0.2404 1.6768 2.0109
H10 -2.5783 0.9176 0.0867
H11 -2.3151 0.3441 1.8070
H12 -2.7578 1.9080 1.5298
H13 -2.3794 -2.4455 0.5423
H14 -3.1838 -1.8476 1.6316
O1 -2.8942 -2.7182 1.3340
H15 2.1270 0.7620 1.9948
H16 3.0598 1.4455 2.8712
O2 2.1383 1.1890 2.8622
H17 0.9624 -3.5474 0.1909
H18 0.0059 -2.3927 -0.2980
O3 0.8228 -2.5982 0.2409
H19 -1.7010 -3.2481 -1.6536
H20 -1.4545 -1.7202 -1.7781
O4 -1.5809 -2.4969 -1.0713
H21 0.7340 -1.1773 3.2682
H22 0.5811 -2.1528 1.9365
O5 0.8015 -2.0511 2.8858
H23 1.0974 3.7586 -0.4396
H24 -0.1231 3.9256 0.3969
O6 0.5581 4.4492 -0.0309
H25 -1.9050 2.6146 -2.8560
H26 -2.5732 1.5411 -2.0639
O7 -2.3474 2.4755 -2.0123
H27 3.5542 -2.1029 0.7217
H28 3.0986 -1.2838 1.8563
O8 3.9108 -1.5866 1.4317

Let us look at the Löwdin charges, expressed in e, one per atom:
1. C -0.228
2. N -0.062
3. C -0.338
4. C -0.629
5. S 0.379
6. C -0.211
7. C -0.090
8. H 0.070
9. H 0.082
10. H 0.063
11. H 0.076
12. H 0.100
13. H 0.040
14. H 0.036
15. H 0.054
16. H 0.097
17. H 0.062
18. H 0.067
19. H 0.075
20. H -0.017
21. H 0.007
22. O -0.093
23. H -0.001
24. H 0.041
25. O -0.048
26. H 0.064
27. H 0.017
28. O -0.095
29. H 0.049
30. H -0.083
31. O -0.187
32. H 0.013
33. H -0.014
34. O -0.081
35. H 0.028
36. H -0.003
37. O -0.069
38. H 0.019
39. H -0.038
40. O -0.107
41. H 0.010
42. H -0.001
43. O -0.053